Molecular formula: C16H45BF9N18O12S
Method: DFT, ωB97M-V/def2-TZVPD

The calculation puts the energy above the lowest of the compared OMol25 structures with the same formula, charge and spin at 299.2 kJ/mol. For the energy, the calculation gives -104691.0622 eV. The gap between HOMO and LUMO is 7.40 eV. The maximum force comes out at 0.1207 Eh/bohr. The charge is -1.

Each line ends with the Löwdin charge.
Element x y z (Å)
O1 -0.93786 -4.50276 -0.19496  -0.376
S1 -2.12687 -3.67746 -0.61772  0.791
O2 -3.38801 -4.26175 0.00627  -0.395
B1 -2.25613 -3.86087 -2.52261  -0.535
C1 -2.80467 -5.35749 -2.92029  -0.232
C2 -1.83868 -5.96871 -4.07315  -0.207
C3 -0.34655 -6.25701 -3.57863  -0.283
O3 -0.24330 -6.74218 -2.21879  -0.109
C4 -1.92946 -1.83921 -0.26365  -0.372
F1 -0.73168 -1.42387 -0.86733  0.064
F2 -2.98973 -1.19750 -0.97399  0.030
C5 -2.09340 -1.41993 1.26872  -0.236
F3 -2.38922 -2.48657 2.13274  0.101
F4 -3.21135 -0.53132 1.36223  0.059
C6 -0.86629 -0.63431 1.91429  -0.188
F5 -1.34537 -0.13269 3.16689  0.059
F6 -0.46898 0.51108 1.19496  0.083
C7 0.38635 -1.57616 2.31555  -0.326
F7 0.68920 -2.52824 1.36325  0.155
F8 1.57164 -0.81917 2.50472  0.084
F9 0.13121 -2.15597 3.58044  0.093
H1 -2.95002 -3.02365 -3.00453  0.034
H2 -1.13883 -3.66043 -2.91372  0.047
H3 -2.93252 -6.05743 -2.03205  0.084
H4 -3.84130 -5.20867 -3.39483  0.091
H5 -1.89124 -5.21030 -4.93457  0.115
H6 -2.31597 -6.97029 -4.38987  0.098
H7 0.25630 -5.29717 -3.72276  0.102
H8 0.10320 -7.07325 -4.24856  0.103
H9 -1.04508 -7.28744 -2.08090  0.081
C8 -1.66445 -4.55293 6.99172  -0.697
O4 -1.68500 -5.64901 7.53593  0.007
N1 -0.83089 -4.25569 5.96507  0.161
N2 -2.47510 -3.53051 7.36294  0.148
H10 -0.80368 -3.36095 5.51083  0.079
H11 -0.21012 -4.98208 5.65007  0.109
H12 -3.11255 -3.70154 8.12125  0.091
H13 -2.46916 -2.62459 6.92356  0.060
C9 3.45167 -6.28412 -4.48230  -0.687
O5 2.42961 -5.63499 -4.61456  0.035
N3 4.59092 -6.01018 -5.17318  0.139
N4 3.54013 -7.33841 -3.63126  0.156
H14 5.44187 -6.53260 -5.07780  0.086
H15 4.56301 -5.23481 -5.81336  0.101
H16 2.71450 -7.57037 -3.10118  0.107
H17 4.37023 -7.88703 -3.50529  0.088
C10 1.34908 3.15041 -0.99378  -0.674
O6 2.24947 2.33046 -0.88510  0.022
N5 1.43342 4.22419 -1.82005  0.163
N6 0.18843 3.05862 -0.29802  0.164
H18 0.70670 4.90873 -1.92360  0.084
H19 2.27972 4.32684 -2.35357  0.100
H20 0.08772 2.27570 0.32729  0.074
H21 -0.56127 3.72078 -0.37332  0.096
C11 5.73540 0.98123 2.35499  -0.701
O7 6.86715 1.20419 1.94987  0.012
N7 5.40837 1.03011 3.67469  0.138
N8 4.70821 0.66666 1.52885  0.173
H22 4.48697 0.85063 4.02902  0.088
H23 6.14378 1.26036 4.32085  0.098
H24 4.90880 0.61941 0.54050  0.084
H25 3.77391 0.48131 1.84530  0.081
C12 5.83388 1.55902 -2.37665  -0.688
O8 5.80896 0.45585 -1.85342  0.027
N9 6.67966 1.86414 -3.39704  0.139
N10 5.02311 2.57438 -1.98777  0.157
H26 6.71776 2.76227 -3.84141  0.086
H27 7.29729 1.13600 -3.71363  0.101
H28 4.37921 2.38893 -1.23149  0.065
H29 5.03120 3.48534 -2.40680  0.087
C13 1.14770 8.04495 -2.46177  -0.692
O9 1.19312 7.61115 -3.60400  0.012
N11 0.01592 8.01856 -1.71447  0.157
N12 2.22423 8.58980 -1.84167  0.154
H30 -0.04272 8.36889 -0.77600  0.097
H31 -0.80611 7.62171 -2.14053  0.113
H32 3.08361 8.62760 -2.36355  0.107
H33 2.20676 8.95038 -0.90546  0.097
C14 -4.68120 -0.83416 7.38826  -0.684
O10 -3.51797 -0.84687 7.01195  0.018
N13 -5.38779 -1.96674 7.63173  0.166
N14 -5.36419 0.32035 7.59212  0.151
H34 -6.34259 -1.97422 7.93983  0.100
H35 -4.91401 -2.84360 7.48858  0.086
H36 -4.87011 1.18243 7.41993  0.109
H37 -6.31871 0.35945 7.89950  0.105
C15 -4.52433 2.36920 4.33974  -0.695
O11 -5.13521 3.19537 5.00760  -0.001
N15 -3.76884 2.71012 3.26486  0.156
N16 -4.54970 1.04462 4.61664  0.172
H38 -3.26140 2.04783 2.70559  0.082
H39 -3.72459 3.68622 3.02673  0.101
H40 -5.10026 0.75184 5.40783  0.063
H41 -4.05601 0.35149 4.08266  0.095
C16 -0.99913 8.03087 -6.99379  -0.701
O12 -1.89599 7.78037 -6.20270  0.016
N17 0.28649 8.22302 -6.60661  0.156
N18 -1.21361 8.13863 -8.33211  0.139
H42 1.03575 8.42970 -7.24054  0.092
H43 0.48580 8.15047 -5.61906  0.065
H44 -2.15557 8.00229 -8.65784  0.102
H45 -0.49264 8.34326 -8.99875  0.088

Molecular formula: C16H45Be2N3O9
Method: DFT, ωB97M-V/def2-TZVPD

For the energy, the calculation gives -40984.0154 eV. The gap between HOMO and LUMO (alpha / beta) is 2.48 / 2.48 eV. The expectation value of S² is 0.7545. Its spin multiplicity is 2. The maximum force comes out at 0.1513 Eh/bohr. The charge is +3.

Each line ends with the Löwdin charge.
Element x y z (Å)
Be1 -2.82216 1.36872 -0.94510  1.152
Be2 0.39711 4.27785 1.43417  1.286
C1 -0.09688 1.56765 0.30454  -1.092
O1 -0.96143 2.39708 0.53347  -0.049
O2 1.04085 1.82248 0.65728  0.006
O3 -0.31185 0.59419 -0.39359  -0.012
C2 1.28977 -0.70282 5.11915  -0.049
C3 1.77193 -0.02848 3.80137  -0.374
C4 2.53364 -1.01764 2.86709  -0.151
O4 3.79309 -1.37695 3.48758  -0.173
C5 4.54864 -2.31662 2.83807  -0.128
N1 0.58752 0.55306 3.16150  0.077
H1 0.61638 -1.54923 4.98406  0.076
H2 0.79813 0.03473 5.75352  0.077
H3 2.10971 -1.15373 5.67813  0.085
H4 2.39334 0.81070 4.11398  0.143
H5 2.55758 -0.58928 1.86507  0.110
H6 2.00661 -1.97130 2.83768  0.114
H7 3.95877 -3.23032 2.76519  0.092
H8 5.50553 -2.44259 3.34462  0.103
H9 4.85319 -2.01001 1.83740  0.083
H10 0.88733 0.96843 2.29105  0.007
H11 -0.06817 -0.16453 2.88720  0.063
C6 -5.78805 -0.40438 1.18927  -0.033
C7 -4.30292 -0.57105 1.44995  -0.418
C8 -3.58704 -1.55167 0.48825  -0.135
O5 -3.64646 -0.94073 -0.81429  -0.223
C9 -2.97954 -1.72237 -1.84853  -0.032
N2 -3.67723 0.70868 1.35914  0.080
H12 -6.23650 0.30789 1.88184  0.094
H13 -6.29473 -1.35399 1.36139  0.104
H14 -6.01636 -0.02468 0.19338  0.088
H15 -4.29526 -0.99221 2.45527  0.164
H16 -4.09029 -2.50174 0.66772  0.154
H17 -2.54646 -1.70599 0.77372  0.106
H18 -3.56818 -2.63601 -1.93134  0.113
H19 -1.96485 -2.02369 -1.58832  0.081
H20 -2.96690 -1.15412 -2.77861  0.092
H21 -2.78192 0.61858 1.81784  0.091
H22 -4.16523 1.34893 1.96910  0.104
C10 2.99424 1.72803 -3.14923  -0.024
C11 2.54523 0.28601 -2.79084  -0.367
C12 3.33344 -0.80415 -3.53774  -0.064
O6 3.10095 -0.81168 -4.94914  0.092
C13 3.43814 -1.99360 -5.61499  0.027
N3 2.70814 0.09907 -1.29538  0.090
H23 2.29807 2.44236 -2.70970  0.079
H24 2.91118 1.72130 -4.23604  0.081
H25 4.02952 1.90836 -2.85979  0.097
H26 1.51101 0.20116 -3.12445  0.100
H27 3.20586 -1.80638 -3.12865  0.161
H28 4.40262 -0.64756 -3.39481  0.192
H29 4.50107 -2.23236 -5.57932  0.155
H30 3.06309 -1.97608 -6.63829  0.131
H31 3.00351 -2.88628 -5.16520  0.140
H32 2.08184 0.74834 -0.84118  0.031
H33 2.41581 -0.81684 -0.98597  0.040
C14 -3.06241 4.64331 2.13125  -0.145
O7 -1.84026 5.25848 2.13492  -0.110
H34 -3.79128 5.13020 1.48334  0.108
H35 -2.93639 3.61526 1.79166  0.057
H36 -3.54361 4.64236 3.10929  0.111
H37 -1.90888 6.21231 2.21926  0.121
C15 0.12009 -2.61633 0.55414  -0.145
O8 0.88643 -1.87923 -0.37593  -0.139
H38 0.62525 -3.46596 1.01354  0.098
H39 -0.29492 -2.04964 1.38764  0.061
H40 -0.77137 -3.00622 0.06282  0.060
H41 0.53020 -0.98926 -0.42759  0.007
C16 -0.65582 1.44389 -4.17569  -0.088
O9 -1.25301 1.31405 -2.88601  -0.140
H42 -0.17970 0.51436 -4.48775  0.086
H43 -1.39616 1.63447 -4.95265  0.104
H44 0.06392 2.26247 -4.17434  0.093
H45 -0.61642 0.93314 -2.27670  0.026

Molecular formula: C16H45N8O10P4Ti
Method: DFT, ωB97M-V/def2-TZVPD

For the energy, the calculation gives -109995.6468 eV. The gap between HOMO and LUMO is 7.70 eV. The maximum force comes out at 0.0177 Eh/bohr. The charge is +1.

Each line ends with the Löwdin charge.
Element x y z (Å)
Ti1 0.84373 0.98251 0.08506  1.012
C1 -3.13517 1.08344 -2.19191  -0.064
N1 -2.77087 -0.22629 -1.65777  -0.273
C2 -2.30130 -1.14897 -2.68127  -0.066
P1 -2.27689 -0.19764 -0.09797  0.535
O1 -1.18725 0.75471 0.29965  -0.335
O2 -1.80233 -1.72122 0.10692  -0.244
P2 -0.31533 -2.26028 0.39887  0.522
O3 0.72500 -1.21734 0.29660  -0.324
N2 -0.46465 -2.78417 1.95505  -0.289
C3 0.76628 -3.04056 2.69177  -0.080
C4 -1.59551 -3.56470 2.42777  -0.097
N3 -0.09694 -3.40930 -0.75673  -0.290
C5 -0.95047 -4.58700 -0.75295  -0.094
C6 1.21297 -3.63113 -1.35032  -0.072
N4 -3.54679 0.00395 0.89643  -0.285
C7 -3.79876 1.22137 1.64954  -0.094
C8 -4.70552 -0.86213 0.74299  -0.085
H1 -3.95927 0.96882 -2.89919  0.096
H2 -2.27486 1.54703 -2.68463  0.082
H3 -3.46234 1.74578 -1.38964  0.087
H4 -3.11356 -1.30024 -3.39527  0.097
H5 -2.04888 -2.10966 -2.23869  0.070
H6 -1.43253 -0.75313 -3.20103  0.057
H7 1.52955 -2.32504 2.38758  0.076
H8 1.12314 -4.06657 2.54847  0.092
H9 0.56447 -2.89131 3.75442  0.086
H10 -2.49432 -3.32332 1.86415  0.074
H11 -1.77977 -3.31678 3.47665  0.091
H12 -1.40767 -4.64129 2.36066  0.089
H13 -1.94039 -4.34659 -0.36886  0.076
H14 -0.52534 -5.39825 -0.15200  0.093
H15 -1.07145 -4.94386 -1.77743  0.094
H16 1.75117 -2.68859 -1.41886  0.074
H17 1.07178 -4.01990 -2.35996  0.093
H18 1.80142 -4.35454 -0.77656  0.093
H19 -2.89660 1.82304 1.69407  0.056
H20 -4.08146 0.96635 2.67206  0.090
H21 -4.61666 1.78091 1.18489  0.088
H22 -4.49892 -1.66891 0.04257  0.078
H23 -5.56016 -0.29439 0.36413  0.093
H24 -4.97359 -1.29593 1.70792  0.092
N5 2.93188 0.48622 -0.53288  -0.033
C9 4.16393 0.96620 0.12870  -0.220
C10 4.15416 0.69375 1.61797  -0.190
C11 2.92784 1.29094 2.29576  -0.318
N6 1.71233 0.65397 1.84290  -0.191
H25 2.80926 -0.49972 -0.29661  0.086
H26 3.07786 0.48222 -1.54719  0.049
H27 4.24558 2.03714 -0.06406  0.103
H28 5.02304 0.48122 -0.34961  0.126
H29 5.06724 1.10790 2.04941  0.116
H30 4.16876 -0.38408 1.79433  0.113
H31 2.93378 2.38066 2.11365  0.100
H32 3.02113 1.17155 3.38371  0.110
H33 0.86896 2.26919 1.07105  0.064
H34 1.04361 0.55328 2.59425  0.000
C12 2.30924 3.06750 -4.38000  -0.055
C13 1.16796 2.57498 -3.49909  -0.569
O4 -0.11025 2.94817 -4.03852  -0.070
P3 1.07118 3.45149 -1.92021  0.482
O5 0.91597 4.99158 -2.23038  -0.067
O6 2.55344 3.41762 -1.34043  -0.100
O7 0.07527 2.85837 -1.00107  -0.326
P4 1.23791 0.73002 -3.24623  0.359
O8 0.30367 0.27088 -4.49135  -0.137
O9 2.62322 0.22679 -3.39817  -0.280
O10 0.47816 0.41520 -1.98126  -0.367
H35 2.31588 4.15604 -4.42752  0.087
H36 2.16766 2.68456 -5.39156  0.096
H37 3.26716 2.70625 -4.01416  0.083
H38 -0.38510 2.25462 -4.65358  0.086
H39 0.05340 5.24788 -2.60026  0.119
H40 2.83786 4.20837 -0.85823  0.117
H41 0.84096 -0.17230 -5.17036  0.105
N7 -0.35026 2.23128 4.03098  -0.009
C14 0.36770 1.57594 4.96006  -0.105
C15 0.05664 0.24193 4.82198  -0.074
C16 -0.87545 0.21244 3.77043  -0.184
N8 -1.11421 1.42186 3.28906  0.036
H42 -0.36550 3.21950 3.84994  0.158
H43 1.02629 2.09560 5.63185  0.120
H44 0.43770 -0.57639 5.40210  0.094
H45 -1.35979 -0.63950 3.32739  0.092

Molecular formula: C16H46BrN2O6PSi4
Method: DFT, ωB97M-V/def2-TZVPD

For the energy, the calculation gives -143457.1235 eV. The gap between HOMO and LUMO is 10.25 eV. Its structure (SMILES) is CC[C@H](Br)NC(=O)OP(=N)(O)O.C[Si](C)(C)O[Si](C)(C)C.C[Si](C)(C)O[Si](C)(C)C. The maximum force comes out at 0.0091 Eh/bohr. The charge is 0.

Each line ends with the Löwdin charge.
Element x y z (Å)
C1 0.01826 -6.07818 4.90782  -0.143
C2 -0.44618 -5.70480 3.50107  -0.275
C3 -0.73442 -4.22337 3.22031  -0.668
Br1 -1.23965 -3.20382 4.78525  0.785
N1 -1.73660 -4.06185 2.13935  0.052
C4 -3.09597 -4.06185 2.45895  -0.606
O1 -3.72424 -3.17307 2.92706  0.094
O2 -3.69729 -5.25889 2.05699  -0.096
P1 -4.65033 -6.06902 3.07283  0.384
N2 -3.90673 -6.54031 4.33401  -0.115
O3 -5.97449 -5.19424 3.16608  -0.088
O4 -5.10354 -7.22637 2.07749  -0.103
H1 -0.83934 -6.25993 5.55374  0.064
H2 0.60095 -6.99957 4.86524  0.072
H3 0.65173 -5.30948 5.35038  0.053
H4 0.32263 -6.00458 2.78166  0.112
H5 -1.35288 -6.26946 3.27465  0.085
H6 0.16207 -3.72294 2.86334  0.088
H7 -1.58989 -4.81437 1.47347  0.132
H8 -4.28949 -6.27742 5.23115  -0.002
H9 -6.18261 -4.95404 4.07407  0.092
H10 -4.60453 -8.02909 2.26545  0.085
C5 -3.33269 -1.51034 -0.28920  -0.153
Si1 -3.72294 0.14720 0.48710  0.351
C6 -5.52951 0.53935 0.20103  -0.160
C7 -3.39190 0.07101 2.31237  -0.156
O5 -2.77957 1.31881 -0.19226  -0.270
Si2 -2.45422 1.99935 -1.65260  0.340
C8 -1.15811 3.31774 -1.41908  -0.161
C9 -4.00057 2.76891 -2.36809  -0.161
C10 -1.80192 0.70737 -2.83733  -0.160
H11 -3.62497 -1.54436 -1.34116  0.026
H12 -3.87684 -2.29787 0.23704  0.023
H13 -2.26482 -1.73102 -0.22563  0.035
H14 -5.77565 1.54265 0.55562  0.035
H15 -6.15637 -0.17387 0.74115  0.034
H16 -5.79457 0.48307 -0.85705  0.024
H17 -3.62244 1.01945 2.80260  0.035
H18 -2.34988 -0.17815 2.52216  0.035
H19 -4.01390 -0.70730 2.75580  0.018
H20 -1.49603 4.10215 -0.73949  0.036
H21 -0.92775 3.78013 -2.38226  0.032
H22 -0.23457 2.89427 -1.01751  0.017
H23 -4.74445 2.01064 -2.62125  0.025
H24 -3.76323 3.32177 -3.28003  0.033
H25 -4.45767 3.46386 -1.66057  0.036
H26 -2.56722 -0.03082 -3.08575  0.024
H27 -0.95076 0.17535 -2.40642  0.034
H28 -1.47253 1.17560 -3.76790  0.033
C11 6.90901 5.17178 -1.65400  -0.163
Si3 6.57533 3.59310 -2.59833  0.342
C12 6.13578 4.01226 -4.36650  -0.163
C13 8.10219 2.52636 -2.57724  -0.165
O6 5.34157 2.76210 -1.89204  -0.273
Si4 3.75018 2.93468 -1.50395  0.341
C14 3.16119 1.37682 -0.66864  -0.159
C15 2.73910 3.22165 -3.05027  -0.151
C16 3.52210 4.37969 -0.34046  -0.158
H29 6.07678 5.87382 -1.73731  0.025
H30 7.80225 5.66468 -2.04467  0.033
H31 7.07186 4.96868 -0.59347  0.036
H32 5.84203 3.11922 -4.92208  0.036
H33 6.99401 4.45862 -4.87418  0.033
H34 5.31054 4.72565 -4.41701  0.025
H35 7.95042 1.59750 -3.13008  0.033
H36 8.39814 2.26931 -1.55855  0.033
H37 8.92962 3.06606 -3.04411  0.032
H38 3.26310 0.50735 -1.32091  0.033
H39 2.10492 1.48157 -0.40772  0.023
H40 3.71668 1.17784 0.24976  0.034
H41 2.97493 4.18311 -3.51164  0.028
H42 1.67329 3.21906 -2.80983  0.013
H43 2.92150 2.44018 -3.79117  0.038
H44 3.75096 5.32904 -0.82932  0.026
H45 4.17192 4.28754 0.53247  0.036
H46 2.48815 4.42400 0.00956  0.031